No. 1
Entry from OMol25: a 6-piece molecular cluster, C26H38Cl11N5O3S3 overall (the ωB97M-V functional and the def2-TZVPD basis).

```
86
Properties=species:S:1:pos:R:3:lowdin_charge:R:1
N 1.441 0.940 0.218 0.0191
C 1.705 0.961 1.672 -0.1623
C 0.554 1.438 2.580 -0.2631
C 0.608 0.633 3.905 -0.3347
C 0.496 1.232 5.115 -0.0900
C 0.550 0.471 6.255 -0.0480
C 0.685 -0.875 6.066 -0.0662
C 0.751 -1.365 4.804 -0.1359
N 0.736 -0.666 3.684 0.1330
C 0.720 2.985 2.627 -0.6455
S 1.990 3.787 3.673 0.8792
C 0.785 3.679 1.214 -0.2241
C 2.166 4.109 0.688 -0.4830
S 2.455 5.905 0.905 0.9810
C 3.054 6.341 -0.677 -0.7056
N 2.443 6.592 -1.755 0.0694
N 3.405 6.851 -2.696 0.0612
C 4.520 6.725 -2.138 -0.1919
O 4.392 6.410 -0.846 0.0494
N -0.592 3.428 3.149 0.0758
C -1.500 2.816 2.278 -0.5401
O -2.455 3.302 1.733 0.1153
C -0.963 1.369 2.166 -0.4635
S -2.119 0.589 3.438 0.9165
C -1.449 0.766 0.824 -0.1821
C -1.053 -0.669 0.559 -0.7121
O -1.157 -1.588 1.319 0.0425
Cl -0.418 -1.056 -1.109 0.6490
H 1.989 1.664 -0.229 0.0632
H 1.829 0.087 -0.162 0.0550
H 2.114 0.002 1.957 0.1180
H 2.529 1.655 1.837 0.0871
H 0.348 2.287 5.224 0.0460
H 0.469 0.882 7.245 0.1022
H 0.714 -1.549 6.905 0.1088
H 0.826 -2.438 4.684 0.1156
H 3.055 2.972 3.578 -0.0879
H 0.356 3.050 0.438 0.1071
H 0.165 4.567 1.226 0.1052
H 2.151 3.976 -0.392 0.0790
H 3.005 3.521 1.040 0.0586
H 5.462 6.857 -2.625 0.1370
H -0.653 4.433 3.253 0.1369
H -3.231 0.419 2.704 -0.0907
H -1.048 1.364 0.011 0.0937
H -2.525 0.845 0.729 0.1146
Cl 1.732 -4.052 -1.556 0.5202
C 0.033 -4.380 -1.990 -0.6867
C -0.106 -5.587 -2.880 -0.7053
Cl 0.576 -5.309 -4.505 0.5364
H -0.370 -3.490 -2.462 0.0240
H -0.504 -4.547 -1.057 0.0747
H -1.162 -5.827 -3.014 -0.0337
H 0.389 -6.457 -2.454 0.0665
Cl -2.809 -7.275 -2.281 0.6120
C -3.443 -8.939 -2.412 -0.6353
C -2.944 -9.638 -3.649 -0.6542
Cl -3.619 -8.932 -5.137 0.5583
H -4.528 -8.886 -2.393 0.0698
H -3.109 -9.476 -1.526 0.0752
H -3.248 -10.684 -3.629 0.0598
H -1.860 -9.599 -3.721 0.0741
Cl -1.313 3.434 7.290 0.5808
C -0.968 5.180 7.207 -0.6488
C 0.473 5.460 6.869 -0.6711
Cl 1.579 4.988 8.182 0.5444
H -1.246 5.622 8.161 0.0681
H -1.615 5.595 6.435 0.0729
H 0.610 6.528 6.705 0.0759
H 0.779 4.932 5.970 0.0034
Cl 0.198 6.453 -6.022 0.5296
C 0.727 7.704 -4.864 -0.6781
C -0.363 8.700 -4.567 -0.6669
Cl -0.744 9.730 -5.974 0.5257
H 1.609 8.188 -5.274 0.0659
H 1.013 7.189 -3.949 0.0365
H -0.041 9.364 -3.767 0.0711
H -1.279 8.205 -4.256 0.0669
Cl 0.040 -12.088 -6.469 0.5329
C -1.080 -12.046 -7.856 -0.6639
C -2.368 -11.340 -7.521 -0.6718
Cl -3.353 -12.259 -6.355 0.5352
H -1.257 -13.070 -8.175 0.0666
H -0.571 -11.516 -8.659 0.0727
H -2.969 -11.224 -8.421 0.0753
H -2.186 -10.355 -7.101 0.0281
```

Properties
* SMILES: NC[C@@]1(c2ccccn2)[C@@](S)(CCSc2nnco2)NC(=O)[C@@]1(S)CC(=O)Cl.ClCCCl.ClCCCl.ClCCCl.ClCCCl.ClCCCl
* orbital gap: 9.16 eV
* charge: 0
* LUMO energy: 0.0778 eV

***

No. 2
Entry from OMol25: a 3-piece molecular cluster, C34H40BBr2FINO9S overall (the ωB97M-V functional and the def2-TZVPD basis).

```
90
Properties=species:S:1:pos:R:3:lowdin_charge:R:1
C 4.691 -6.016 2.198 0.0844
C 4.512 -5.254 1.252 -0.1418
C 4.497 -4.012 0.312 -0.2347
C 5.747 -3.842 -0.542 -0.0117
C 5.736 -2.660 -1.487 -0.0714
C 4.569 -1.721 -1.560 -0.3934
C 3.305 -1.875 -0.717 -0.2773
C 3.317 -3.066 0.229 -0.5373
I 1.546 -3.335 1.431 0.8319
N 2.170 -0.964 -0.821 -0.0062
C 2.564 0.444 -0.773 -0.1613
C 1.854 1.448 0.125 -0.0313
C 0.615 0.952 1.002 -0.1233
C -0.548 0.294 0.114 -0.1865
C -1.702 1.317 -0.298 -0.1994
C -2.575 1.857 0.915 -0.2044
C -3.791 0.856 1.280 -0.1883
C -3.365 -0.106 2.476 -0.1706
C -4.365 -1.357 2.479 -0.2251
O -5.586 -0.908 3.146 -0.2587
C -5.425 -1.392 4.523 -0.1021
C 2.298 2.896 0.203 -0.1295
C 1.661 3.976 1.128 -0.6364
Br 2.624 4.320 2.841 0.6297
C 0.531 4.726 0.861 -0.6810
C -0.289 4.516 -0.461 -0.1074
Br -0.029 6.069 2.195 0.6353
C 3.459 3.375 -0.670 -0.0836
C 3.966 4.876 -0.631 -0.0985
C 2.950 5.722 -1.553 -0.1500
F 2.469 6.849 -0.821 -0.0910
C 4.168 2.428 -1.592 -0.1467
C 5.367 2.831 -2.539 -0.0720
B 6.765 2.662 -1.737 -0.5463
O 7.227 1.344 -1.413 0.0758
O 7.445 3.854 -1.376 0.1213
C 3.703 0.997 -1.611 -0.3193
S 4.558 -0.251 -2.683 0.9561
H 5.003 -6.641 3.077 0.0576
H 6.609 -4.562 -0.463 0.1108
H 6.660 -2.490 -2.121 0.1048
H 1.785 -1.140 -1.771 0.1359
H 0.177 1.825 1.592 0.0994
H 0.929 0.187 1.784 0.1036
H -1.028 -0.600 0.638 0.0957
H -0.152 -0.131 -0.869 0.0972
H -2.424 0.762 -0.992 0.1149
H -1.220 2.116 -0.932 0.0802
H -3.092 2.819 0.568 0.1043
H -1.987 2.116 1.846 0.1053
H -4.720 1.433 1.593 0.1134
H -4.072 0.280 0.344 0.1076
H -2.323 -0.540 2.335 0.1015
H -3.349 0.443 3.470 0.1207
H -4.588 -1.746 1.442 0.1300
H -3.838 -2.186 3.058 0.1139
H -5.503 -2.527 4.454 0.1004
H -6.257 -0.930 5.133 0.0960
H -4.393 -1.079 4.886 0.0928
H -1.248 3.973 -0.159 0.0581
H -0.649 5.499 -0.917 0.0967
H 0.293 3.905 -1.212 0.0797
H 3.963 5.328 0.403 0.0973
H 5.006 4.989 -1.055 0.0990
H 3.527 6.109 -2.447 0.1194
H 2.103 5.070 -1.947 0.1134
H 5.199 3.924 -2.823 0.1080
H 5.338 2.257 -3.520 0.1014
H 6.665 1.070 -0.651 0.1104
H 7.988 3.646 -0.587 0.1140
C -8.391 -1.087 1.096 -0.1297
C -9.509 -1.381 2.052 -0.1310
O -10.360 -2.234 1.296 0.0595
C -9.592 -2.819 0.333 -0.5532
O -9.956 -3.714 -0.366 0.1587
O -8.357 -2.250 0.276 0.0627
H -7.436 -0.940 1.603 0.1114
H -8.597 -0.216 0.466 0.1356
H -9.168 -1.918 2.942 0.1338
H -10.039 -0.481 2.365 0.1338
C 0.282 -5.757 -3.049 -0.1285
C 1.304 -4.815 -3.615 -0.1302
O 0.598 -3.583 -3.681 0.0558
C -0.409 -3.644 -2.767 -0.5561
O -1.087 -2.715 -2.450 0.1514
O -0.542 -4.902 -2.263 0.0572
H 0.729 -6.538 -2.433 0.1363
H -0.332 -6.225 -3.823 0.1350
H 2.170 -4.693 -2.958 0.1312
H 1.650 -5.119 -4.603 0.1352
```

Properties
* SMILES: C#Cc1ccc2c(c1I)Nc1c(CCCCCCCOC)c(/C(Br)=C(\C)Br)c(CCF)c(CB(O)O)c1S2.O=C1OCCO1.O=C1OCCO1
* orbital gap: 8.15 eV
* charge: 0
* LUMO energy: -0.2494 eV

***

No. 3
Entry from OMol25: a 4-piece molecular cluster, C9H26O4 overall (the ωB97M-V functional and the def2-TZVPD basis).

```
39
Properties=species:S:1:pos:R:3:lowdin_charge:R:1
O -10.590 -3.848 16.064 -0.0469
H -10.343 -3.975 15.137 0.0112
H -10.193 -4.596 16.526 0.0006
C -9.045 -6.673 14.540 -0.0424
C -8.646 -5.385 13.855 -0.5100
C -7.901 -5.671 12.543 -0.0535
O -9.765 -4.636 13.557 -0.0587
H -8.191 -7.348 14.594 0.0865
H -9.835 -7.176 13.978 0.0891
H -9.494 -6.526 15.521 0.0582
H -8.025 -4.721 14.458 0.1479
H -7.792 -4.829 11.861 0.0810
H -8.355 -6.480 11.969 0.0795
H -6.908 -6.015 12.839 0.0787
H -10.372 -5.150 13.015 0.1149
C -13.440 -3.801 18.278 -0.0542
C -13.097 -2.309 18.282 -0.4907
C -11.888 -1.996 19.134 -0.0587
O -12.723 -1.960 16.974 -0.0655
H -14.202 -4.061 17.545 0.0800
H -13.824 -4.110 19.252 0.0758
H -12.531 -4.372 18.082 0.0593
H -13.962 -1.718 18.582 0.1355
H -11.038 -2.443 18.619 0.0600
H -11.938 -2.453 20.125 0.0735
H -11.701 -0.939 19.318 0.0814
H -11.970 -2.494 16.695 0.0404
C -9.875 -4.864 20.041 -0.0482
C -8.974 -4.657 18.805 -0.4838
C -7.504 -4.574 19.216 -0.0513
O -9.308 -5.680 17.896 -0.0701
H -9.830 -4.087 20.805 0.0808
H -9.675 -5.832 20.502 0.0807
H -10.905 -4.892 19.685 0.0579
H -9.201 -3.713 18.310 0.1159
H -7.180 -5.373 19.884 0.0789
H -7.395 -3.590 19.672 0.0862
H -6.801 -4.659 18.386 0.0772
H -8.720 -6.434 17.998 0.1031
```

Properties
* SMILES: CC(C)O.CC(C)O.CC(C)O.O
* orbital gap: 9.86 eV
* energy relative to the best compared isomer or geometry (same formula, charge and spin): 13.4 kJ/mol
* charge: 0
* LUMO energy: 0.5909 eV

***

No. 4
Entry from OMol25: a 2-piece molecular cluster, H5N4O overall (the ωB97M-V functional and the def2-TZVPD basis).

```
10
Properties=species:S:1:pos:R:3:lowdin_charge:R:1
N -1.385 -1.050 -1.320 -0.0747
N 1.920 0.041 -0.271 -0.0584
N 0.296 0.759 1.110 -0.3173
N 0.772 0.163 0.151 -0.3137
O 1.033 1.340 2.046 -0.3233
H -1.860 -1.667 -0.617 -0.0170
H -0.633 -0.526 -0.763 -0.0505
H -2.083 -0.278 -1.684 0.0208
H 2.722 0.464 0.231 -0.0160
H -0.782 0.753 1.118 0.1501
```

Properties
* orbital gap: 6.79 eV
* energy relative to the best compared isomer or geometry (same formula, charge and spin): 68.4 kJ/mol
* charge: -1
* LUMO energy: 4.4085 eV

***

No. 5
Entry from OMol25: C6H7CoNO6 as an isolated structure (the ωB97M-V functional and the def2-TZVPD basis).

```
21
Properties=species:S:1:pos:R:3:lowdin_spin:R:1
Co 0.011 -0.189 0.146 2.3590
O 0.614 -1.485 -2.351 0.0054
C 0.347 -0.845 -1.457 0.0832
C -0.513 0.882 1.453 0.0848
O -0.792 1.341 2.454 0.0096
C -1.703 -0.636 -0.108 0.0941
O -2.743 -1.075 -0.143 0.0175
C 1.505 0.781 0.010 0.0975
O 2.514 1.306 -0.023 0.0074
H -0.813 1.770 -1.675 0.0148
H -0.988 2.121 -1.083 0.0148
N 1.394 -4.472 2.170 0.0033
C 1.956 -3.228 2.572 0.0035
C 1.295 -2.210 1.705 0.0081
O 0.220 -2.587 1.137 0.0647
O 1.665 -1.013 1.786 0.1312
H 0.395 -4.422 2.067 0.0005
H 1.576 -5.252 2.759 0.0004
H 1.728 -4.735 1.260 0.0001
H 1.769 -3.036 3.611 -0.0001
H 3.003 -3.216 2.408 0.0002
```

Properties
* spin multiplicity: 4
* orbital gap (spin up / spin down): 8.04 / 7.61 eV
* energy relative to the best compared isomer or geometry (same formula, charge and spin): 0.0 kJ/mol
* ⟨S²⟩: 3.7794
* charge: +2
* LUMO energy (spin up / spin down): -8.8110 / -10.9853 eV

***

No. 6
Entry from OMol25: one molecule with the formula CH4N2O2 (the ωB97M-V functional and the def2-TZVPD basis).

```
9
Properties=species:S:1:pos:R:3:lowdin_charge:R:1
C 0.567 -0.180 -0.327 -0.4933
N -1.737 -0.184 0.236 0.0904
N -0.749 0.429 -0.209 -0.0121
O 0.770 -1.504 0.106 0.0302
O 1.552 0.633 0.235 0.0489
H 0.607 -0.161 -1.382 0.1308
H -2.485 0.502 -0.048 0.0810
H 0.043 -1.768 0.643 0.0637
H 2.077 0.049 0.713 0.0604
```

Properties
* SMILES: [H]/N=N/C(O)O
* orbital gap: 10.19 eV
* energy relative to the best compared isomer or geometry (same formula, charge and spin): 168.0 kJ/mol
* charge: 0
* LUMO energy: 0.4195 eV

***

no.,largest force on an atom (eV/A)
1,2.62
2,4.59
3,2.22
4,4.44
5,8.88
6,2.92